# 1
The following is a DFT calculation (wB97M-V/def2-TZVPD) of an isolated molecule of C5H7NO.

Summary:
SMILES: [H]/N=C1\CC(C)=CO1
energy relative to the best compared isomer or geometry (same formula, charge and spin): 116.0 kJ/mol
total energy: -324.68029 hartree
HOMO-LUMO gap: 9.486 eV
HOMO level: -8.72 eV

```
14
Properties=species:S:1:pos:R:3:forces:R:3
O 1.1632 -1.4389 -0.5213 0.2 0.0 -0.2
N 2.9220 0.0360 -0.5098 -0.3 0.0 -0.4
C -2.0807 0.2527 0.2411 0.1 0.0 0.1
C -0.6480 -0.1647 0.0612 0.2 -0.3 0.0
C 0.5950 0.6851 0.2018 0.1 0.1 0.2
C -0.1999 -1.3682 -0.2921 -0.3 0.1 0.0
C 1.6843 -0.1736 -0.3939 0.3 0.0 0.1
H -0.7180 -2.3126 -0.4102 0.0 0.2 -0.1
H 1.0467 0.6296 1.2001 -0.9 0.5 0.6
H -2.7532 -0.6081 0.1451 0.2 0.1 0.0
H 0.5375 1.7414 -0.0748 0.1 -0.3 -0.3
H 3.1054 1.0273 -0.3490 0.0 -0.2 0.0
H -2.3926 0.9838 -0.5180 0.2 -0.1 0.1
H -2.2619 0.7100 1.2198 0.1 -0.1 -0.1
```
Positions in Å, forces in eV/Å.

---

# 2
The following is a DFT calculation (wB97M-V/def2-TZVPD) of an isolated molecule of C7H14N2.

Summary:
SMILES: CC(C)=C(N)/C=C(\C)N
energy relative to the best compared isomer or geometry (same formula, charge and spin): 199.2 kJ/mol
total energy: -384.55601 hartree
HOMO-LUMO gap: 7.757 eV
HOMO level: -6.79 eV

```
23
Properties=species:S:1:pos:R:3:forces:R:3
N -1.9399 1.2181 1.2064 0.4 0.0 -0.3
N 2.5773 -0.1314 0.5838 0.1 0.0 0.0
C -0.8300 1.6966 -0.8757 0.0 -0.3 0.0
C 0.4645 0.9570 1.2456 -0.2 -0.2 0.1
C -0.6852 -1.7463 0.4657 -0.1 0.2 0.0
C 1.1981 -0.0206 0.5991 -0.4 0.0 -0.3
C 0.3142 -0.8227 -0.1859 0.2 0.3 0.0
C 0.7036 -1.2397 -1.5827 0.1 -0.1 0.1
C -0.7545 1.1018 0.5123 0.1 0.1 0.3
H -1.6490 -1.7392 -0.0581 0.0 0.0 0.0
H -1.9955 0.8162 2.1279 -0.1 0.0 -0.2
H -2.7928 1.4043 0.7020 0.1 0.0 0.2
H 0.1374 1.6631 -1.3700 0.0 -0.1 0.1
H -0.3241 -2.7848 0.4474 0.0 0.1 0.0
H 1.1105 -2.2598 -1.6289 0.0 0.0 0.0
H 2.9775 -0.8827 0.0460 0.0 0.1 0.0
H -1.5556 1.1698 -1.5045 0.0 0.0 0.0
H 3.1276 0.7119 0.6231 -0.1 -0.1 -0.1
H -1.1462 2.7469 -0.8130 0.0 -0.1 0.1
H 1.4386 -0.5625 -2.0250 0.0 0.0 0.0
H -0.8623 -1.4827 1.5086 0.0 0.0 0.0
H 0.6672 1.4207 2.2068 0.0 0.0 0.0
H -0.1811 -1.2339 -2.2307 0.0 0.0 0.0
```
Positions in Å, forces in eV/Å.

---

# 3
The following is a DFT calculation (wB97M-V/def2-TZVPD) of a cluster of 2 separate species, C4H11NO in total.

Summary:
SMILES: CC(N)=O.CC
energy relative to the best compared isomer or geometry (same formula, charge and spin): 34.9 kJ/mol
total energy: -289.00374 hartree
HOMO-LUMO gap: 10.800 eV
HOMO level: -9.94 eV

```
17
Properties=species:S:1:pos:R:3:forces:R:3
O 0.6289 0.3473 -1.6734 -0.4 0.5 -0.1
N 1.5205 -0.6517 0.1381 0.5 1.0 0.8
C 1.2130 0.4464 -0.6209 1.1 -0.9 0.1
C 1.7732 1.7150 -0.0110 -0.2 1.4 -1.2
C -2.0732 -0.3133 1.3108 0.0 0.6 -0.4
C -2.5943 -1.3546 0.3557 -0.3 -1.8 0.2
H -1.7021 -0.6699 2.2695 0.3 -0.4 -0.2
H -2.8647 0.3865 1.5936 0.1 0.2 -0.3
H 1.0167 2.1190 0.6539 0.2 0.0 0.6
H -3.4308 -1.9173 0.7808 -0.3 0.3 -0.1
H 2.0301 -0.4958 0.9914 -0.1 -0.1 0.0
H -1.8989 -2.1820 0.1562 0.4 0.4 0.1
H 1.9045 2.5027 -0.7621 -0.5 -0.4 -0.3
H 2.7808 1.6993 0.3950 -0.2 -0.7 0.6
H -1.2933 0.2017 0.7449 0.1 0.4 0.6
H -2.8596 -0.9924 -0.6354 -0.2 0.4 0.2
H 1.1483 -1.5560 -0.0037 -0.5 -0.6 -0.5
```
Positions in Å, forces in eV/Å.

---

# 4
The following is a DFT calculation (wB97M-V/def2-TZVPD) of a structure of composition C16H22N6PtS.

Summary:
multiplicity: 3
total energy: -1468.41345 hartree
HOMO-LUMO gap (spin up / spin down): 7.183 / 6.412 eV
net charge: +2
HOMO level (spin up / spin down): -12.29 / -14.71 eV

```
46
Properties=species:S:1:pos:R:3:forces:R:3
Pt 0.3409 -0.2953 -0.8843 -0.3 0.5 -0.4
S 2.9192 1.4649 0.1225 0.1 -0.4 -0.1
N -0.0550 1.6191 -1.6812 -0.1 -0.2 0.5
N 4.2538 -1.2156 0.1765 0.0 0.0 -0.1
N -1.4305 -0.7793 -1.9263 0.3 0.1 0.2
N 2.2514 0.0096 -0.2839 0.1 0.3 0.2
N 0.7692 -2.1312 -0.2286 0.3 -0.2 0.0
N -1.2791 1.3255 1.1971 0.0 0.0 -0.3
C -0.7483 1.3335 -2.9668 -0.2 0.0 -0.2
C 7.3532 0.7148 0.1305 -0.1 -0.1 0.0
C 2.8972 -1.1867 -0.0031 0.0 -0.1 0.1
C -0.0933 -3.1493 -0.1180 -0.2 -0.2 0.1
C 2.0976 -2.3408 0.0594 -0.1 0.0 0.0
C -0.8283 2.6305 -0.8654 -0.1 0.1 0.4
C 5.5039 2.2559 0.1837 0.2 0.2 0.0
C 1.6441 -4.6685 0.4775 0.0 0.0 0.0
C 0.2862 -4.4216 0.2332 0.0 0.1 0.0
C 2.5429 -3.6394 0.3935 0.1 0.1 0.0
C 6.4950 -0.3571 0.1112 0.1 -0.1 0.0
C -1.9150 0.3926 -2.7114 0.2 0.3 0.0
C 6.8585 2.0282 0.1766 -0.1 0.1 0.0
C -0.7169 2.5669 0.6609 0.1 -0.4 -0.2
C 5.1096 -0.1502 0.1251 0.1 0.2 0.0
C 4.6230 1.1722 0.1306 -0.5 -0.3 0.0
H -1.1359 -2.9270 -0.3005 0.0 0.0 0.0
H -0.5128 3.6246 -1.1849 -0.1 0.0 -0.1
H 3.5898 -3.8222 0.5942 0.0 0.0 0.0
H -1.1085 2.2558 -3.4290 0.0 0.0 0.0
H 0.8405 2.0421 -1.9071 0.0 0.0 0.0
H -2.3423 0.0789 -3.6624 -0.1 0.0 0.0
H 6.8770 -1.3705 0.0829 0.0 0.0 0.0
H -1.2287 3.4473 1.0584 0.1 0.2 -0.1
H -2.6909 0.9000 -2.1423 0.0 -0.1 0.0
H -1.1878 -1.5285 -2.5691 0.0 -0.1 0.0
H -0.0388 0.8606 -3.6451 0.1 0.1 0.0
H 7.5452 2.8623 0.1960 0.0 0.0 0.0
H -1.0487 1.2285 2.1793 0.0 0.0 0.0
H -2.1782 -1.1384 -1.3413 0.0 0.0 0.1
H 1.9782 -5.6638 0.7354 0.0 0.0 0.0
H 5.1158 3.2660 0.2228 0.0 0.0 0.0
H -2.2926 1.3584 1.1437 0.0 0.0 0.1
H 8.4206 0.5447 0.1177 0.0 0.0 0.0
H 4.6776 -2.1211 0.3132 0.0 0.0 -0.1
H 0.3270 2.6369 0.9632 0.1 0.0 0.1
H -1.8849 2.5258 -1.1092 0.0 0.0 -0.2
H -0.4514 -5.2056 0.3094 0.0 0.0 0.0
```
Positions in Å, forces in eV/Å.

---

# 5
The following is a DFT calculation (wB97M-V/def2-TZVPD) of a structure of composition C20H30F6FeO15P.

Summary:
multiplicity: 5
energy relative to the best compared isomer or geometry (same formula, charge and spin): 1372.7 kJ/mol
total energy: -4112.50766 hartree
HOMO-LUMO gap (spin up / spin down): 5.882 / 1.677 eV
net charge: +1
HOMO level (spin up / spin down): -12.18 / -12.18 eV

```
73
Properties=species:S:1:pos:R:3:forces:R:3
Fe -2.0112 13.8690 9.2401 0.0 0.0 0.0
P 2.2438 11.3931 7.9008 1.2 -0.2 -0.2
F 2.2830 12.5743 9.0232 0.6 -0.7 -0.3
F 2.1930 10.3245 6.6632 -0.3 -0.6 1.7
F 3.4113 10.4725 8.8207 -1.8 1.4 -1.8
F 1.0751 10.7096 8.7329 0.4 -1.2 0.4
F 1.0623 12.1843 7.1833 -0.8 1.0 -1.0
F 3.3187 12.1305 6.9976 0.5 0.3 1.3
O -8.5746 17.0741 10.8305 1.3 -0.1 -0.8
O 0.2479 19.1311 10.5205 2.5 4.3 2.3
O -0.1974 21.3163 10.8868 -2.8 -6.0 -0.6
O -5.7426 20.0798 6.2862 0.3 -2.5 0.0
O -8.9388 15.0191 11.3644 -0.6 -1.9 0.7
O 0.0974 12.2536 17.0029 1.8 -0.5 1.5
O -8.2248 11.5190 6.4226 -3.0 -1.0 0.4
O -4.3885 20.2355 4.5853 1.7 -0.1 -0.1
O -1.0363 12.1617 15.0695 0.2 -0.4 0.6
O -6.7830 15.6712 10.9153 -2.5 -0.3 0.0
O -6.0604 11.5823 6.6056 -0.3 0.7 -1.2
O 1.8895 20.6545 11.0925 1.4 -2.5 0.4
O -7.1173 11.7704 4.5883 3.5 -0.9 -0.2
O -4.2258 18.3497 5.9385 -1.7 4.8 -1.2
O -1.9259 11.5604 17.0221 -2.3 -0.7 -1.2
C -4.7081 19.4744 5.6331 0.1 -3.1 1.0
C 3.1150 22.6305 10.4789 -0.5 -0.7 0.2
C 1.8965 21.9939 11.2180 1.4 5.3 0.6
C 0.4490 22.4128 10.8383 4.4 6.1 1.1
C -7.0561 11.6545 5.9184 3.6 -0.8 0.7
C -1.5570 11.4334 18.3591 -1.8 -0.8 0.0
C -8.4382 11.9102 4.2084 -0.1 1.2 0.5
C -10.4174 11.9117 5.6955 -1.1 -0.4 1.5
C -10.2678 15.5636 11.2561 0.1 1.0 -0.8
C -6.2091 21.2358 5.6527 1.3 2.5 0.9
C -5.1582 21.4384 4.4730 -2.4 -1.5 0.2
C 0.6835 20.2719 10.8943 -5.2 -6.0 -3.6
C -10.0118 17.0444 10.8355 1.2 -0.1 0.4
C 0.1036 12.9958 19.3100 1.9 -0.5 -0.3
C -7.9885 15.8419 10.9896 1.3 2.5 0.4
C -0.1423 11.8130 18.4057 0.5 0.7 -0.6
C -9.1230 11.2060 5.3291 -2.1 1.2 0.0
C -10.4962 17.6915 9.5683 -0.6 -0.2 -0.4
C -6.0361 22.2554 6.8155 -0.9 -0.1 -0.3
C -0.9471 11.9579 16.2533 -0.1 1.3 -1.4
H -11.5480 17.4832 9.3724 -0.1 0.0 0.2
H 0.5803 22.9950 9.9263 -1.1 -0.3 -0.7
H 1.9973 22.3563 12.2410 0.3 -0.8 0.5
H -6.5424 23.2145 6.7074 1.1 0.6 -1.0
H 3.0843 23.7162 10.3867 -0.5 0.0 0.0
H -4.6251 22.3870 4.4093 0.4 -0.4 0.5
H -1.6674 10.3641 18.5393 -0.4 0.2 0.9
H 1.1861 13.1019 19.3807 0.2 0.3 0.0
H -8.5247 12.9709 4.4440 -1.3 0.4 -1.3
H -5.7120 21.2559 3.5520 0.1 0.6 -0.2
H -10.7762 14.8822 10.5740 -0.3 0.5 -0.1
H -9.1977 10.1435 5.0974 0.0 -0.2 0.7
H 4.0072 22.4246 11.0702 0.0 -0.2 -0.1
H -10.4033 18.7726 9.6719 0.1 -0.1 -0.2
H -0.2530 13.8891 18.7972 -0.4 0.0 0.5
H -4.9739 22.1513 7.0372 0.0 1.1 0.2
H -11.3160 11.7751 5.0938 0.5 0.1 -0.6
H 0.0694 23.0443 11.6415 0.1 0.7 -0.3
H -10.7762 11.5997 6.6764 0.2 -0.8 0.1
H -10.2695 12.9537 5.9792 0.4 0.3 -0.9
H 3.2588 22.1852 9.4944 -0.1 0.1 -0.1
H -6.5711 22.0401 7.7404 0.0 -1.3 0.0
H -0.1891 12.8341 20.3474 -0.6 0.1 -0.2
H -8.5745 11.5555 3.1868 -0.2 0.3 0.2
H -9.9486 17.3532 8.6886 0.2 0.0 0.1
H -2.2058 12.1023 18.9245 -0.1 -0.4 0.3
H -10.8332 15.6958 12.1786 0.5 -1.1 0.4
H -10.2439 17.6978 11.6765 -0.5 -0.1 0.0
H -7.2252 21.1979 5.2602 0.0 -0.6 0.2
H 0.3614 10.8694 18.6155 1.1 0.6 -0.1
```
Positions in Å, forces in eV/Å.

---

# 6
The following is a DFT calculation (wB97M-V/def2-TZVPD) of a structure of composition C6H10O.

Summary:
energy relative to the best compared isomer or geometry (same formula, charge and spin): 381.3 kJ/mol
total energy: -309.69716 hartree
HOMO-LUMO gap: 9.726 eV
HOMO level: -8.72 eV

```
17
Properties=species:S:1:pos:R:3:forces:R:3
O 2.5180 -0.2920 0.7905 0.1 -0.2 -0.1
C -1.9434 0.4459 -0.3882 0.0 0.0 0.0
C 0.6047 0.1001 -0.9032 0.1 0.2 -0.2
C 0.7661 -1.5825 -0.3564 -0.1 0.0 0.2
C 0.1506 0.3694 1.2118 0.0 0.0 0.2
C 1.1898 -0.4416 0.4262 -0.2 0.0 0.0
C -0.4985 0.8363 -0.1225 -0.1 0.0 0.0
H -2.2629 0.7606 -1.3880 0.1 0.0 0.1
H 0.4355 -0.9041 -1.5433 -0.1 0.0 -0.1
H 2.9691 -1.0755 0.4454 0.0 0.1 0.1
H -0.2783 -1.8523 -0.1529 0.2 0.1 0.0
H 0.6096 1.1962 1.7594 -0.1 -0.1 -0.1
H -0.3811 1.9173 -0.2555 0.0 -0.2 0.0
H -2.0872 -0.6381 -0.3106 0.0 0.2 0.0
H -0.4780 -0.2119 1.8954 0.1 0.1 -0.1
H -2.6074 0.9180 0.3443 0.1 -0.1 -0.1
H 1.3103 0.5901 -1.5723 -0.1 -0.1 0.1
```
Positions in Å, forces in eV/Å.

---

# 7
The following is a DFT calculation (wB97M-V/def2-TZVPD) of a structure of composition C19H16Br4IN2O2RuSSi.

Summary:
multiplicity: 6
total energy: -12369.92483 hartree
HOMO-LUMO gap (spin up / spin down): 7.148 / 6.245 eV
HOMO level (spin up / spin down): -7.31 / -8.01 eV

```
47
Properties=species:S:1:pos:R:3:forces:R:3
I 1.7350 3.5947 -0.8398 -0.4 0.4 0.0
Ru 0.8072 0.7675 -1.0029 -0.1 -0.8 0.1
Br 6.9521 0.3842 -4.7302 -0.1 0.0 0.0
Br 4.6603 0.7295 -7.0790 0.0 0.0 0.1
Br 1.4689 0.9998 -6.2133 0.0 0.0 0.1
Br 6.0229 0.1459 -1.5545 -0.1 0.0 0.0
S -0.5385 -1.2031 -0.4608 -0.2 0.0 -0.1
Si -1.8615 -2.9977 2.3369 0.0 -0.1 0.3
O 3.0390 0.2964 -1.3323 -0.4 0.3 -0.1
O 1.1775 0.7606 -3.2427 0.2 0.1 0.2
N 0.5198 0.3519 1.3283 0.0 -0.1 -0.2
N -0.9570 2.4484 -0.9191 0.4 0.0 0.0
C 3.4018 0.4253 -2.5361 -0.1 0.0 0.0
C -1.0866 4.8327 -0.8135 0.0 0.0 0.0
C 0.4777 0.1534 3.6903 0.1 0.1 0.1
C 5.1341 0.4681 -4.2589 0.1 0.0 0.4
C 4.7631 0.3687 -2.9369 0.4 -0.1 -0.1
C 2.8199 0.7333 -4.9307 0.2 0.0 -0.4
C -2.4714 4.7529 -0.7829 0.1 0.0 0.0
C -2.4162 -3.7460 0.7060 0.1 0.1 0.1
C 0.8743 0.7889 2.5316 0.0 0.0 0.1
C -0.3897 3.6420 -0.8730 0.4 0.0 0.1
C -0.9012 -4.3125 3.2932 -0.2 0.1 -0.1
C -0.2513 -0.7539 1.2074 0.0 0.0 0.2
C 4.1483 0.6383 -5.2703 -0.4 0.0 -0.2
C -0.7338 -1.4567 2.3313 0.0 0.0 -0.3
C -0.3310 -0.9669 3.5720 -0.1 -0.2 -0.1
C -3.3874 -2.5188 3.3448 0.2 -0.1 -0.1
C -3.0816 3.5082 -0.8142 0.0 0.0 0.0
C -2.2872 2.3772 -0.8875 -0.1 -0.1 0.0
C 2.3863 0.6503 -3.5781 -0.1 0.0 0.2
H -3.0893 -4.5854 0.9073 0.0 0.0 0.1
H -4.1576 3.4129 -0.7860 0.0 0.0 0.0
H -2.7063 1.3790 -0.9238 0.0 0.0 0.0
H -2.9439 -3.0346 0.0739 0.0 0.1 0.0
H -0.5623 5.7766 -0.7916 0.0 0.0 0.0
H -0.6539 -1.4769 4.4743 0.0 0.0 0.0
H 1.4992 1.6747 2.5544 0.0 0.0 0.0
H -0.0069 -4.6236 2.7501 0.0 0.0 0.0
H -1.5256 -5.1963 3.4468 0.0 0.0 0.0
H -3.1167 -2.1711 4.3442 0.0 0.0 0.0
H 0.7882 0.5270 4.6558 0.0 0.0 0.0
H -3.0609 5.6584 -0.7296 0.0 0.0 0.0
H -4.0328 -3.3933 3.4613 0.0 0.0 0.0
H -1.5678 -4.1237 0.1360 0.0 0.0 0.0
H -0.5843 -3.9547 4.2752 0.0 0.0 0.0
H -3.9729 -1.7316 2.8665 0.0 0.0 0.0
```
Positions in Å, forces in eV/Å.